Here is a cluster of 2 separate species, C5H10IP in total from the OMol25 dataset. Energies are from ωB97M-V/def2-TZVPD.

Geometry as XYZ:
```
17
Properties=species:S:1:pos:R:3:lowdin_charge:R:1
C -1.4979 -1.2529 -1.3001 -0.242
C -1.5021 0.2841 -0.9389 -0.622
C -0.3816 -0.5750 -1.0856 -0.822
C 2.6398 0.1508 0.9893 -0.220
C 1.2969 -0.0138 1.5571 -0.055
P -1.9692 0.7461 0.7389 0.827
I 1.2763 -0.1954 -2.3309 0.888
H -1.9047 -2.0485 -0.6099 0.122
H -1.9041 -1.5002 -2.3919 0.150
H -1.6164 1.0413 -1.7084 0.089
H 2.6098 -0.0952 -0.0394 -0.080
H 3.3737 -0.5078 1.4569 0.071
H 3.0866 1.1399 1.0930 0.073
H 0.4922 0.7284 1.4609 -0.024
H 1.0118 -0.9238 2.0580 0.041
H -3.2709 0.7770 0.4613 -0.153
H -1.7400 2.2450 0.5898 -0.044
```

As for the spin multiplicity: 1. Its calculated total energy is -22730.2018 eV. The relative energy (zero: lowest compared OMol25 entry of this formula, charge and spin) is 5.255 eV. The HOMO energy (spin up / spin down) comes out at -8.118 / -7.811 eV. The HOMO-LUMO gap (spin up / spin down) comes out at 8.53 / 7.23 eV.


Here is a structure of composition C42H42F4HgN11O7S from the OMol25 dataset. Energies are from ωB97M-V/def2-TZVPD.

Geometry as XYZ:
```
108
Properties=species:S:1:pos:R:3:lowdin_charge:R:1
Hg 0.6220 1.3599 0.2147 1.186
C 5.0569 0.7232 4.0118 -0.075
N 4.1465 0.6004 2.8956 -0.129
C 3.2010 1.4493 2.4716 -0.122
N 2.5160 0.8972 1.4975 0.023
C 3.0883 -0.3242 1.3525 -0.176
N 4.0806 -0.5363 2.1821 0.130
C 4.4539 0.1597 5.2842 -0.189
C 5.1450 -0.7745 6.0425 -0.030
C 4.5797 -1.2922 7.2005 -0.060
C 3.3251 -0.8888 7.6119 -0.012
C 2.6248 0.0512 6.8562 -0.129
C 3.1936 0.5704 5.6955 0.039
C 1.3093 0.4930 7.2820 -0.277
N 0.6553 0.1406 8.3440 0.112
N -0.5220 0.8233 8.3359 0.112
C -0.5300 1.5596 7.2692 -0.278
O 0.6121 1.4016 6.5538 0.137
C -1.5655 2.4762 6.8282 -0.131
C -2.7189 2.6451 7.5946 -0.014
C -3.6976 3.5191 7.1654 -0.061
C -3.5416 4.2305 5.9826 -0.029
C -2.3933 4.0752 5.2196 -0.188
C -2.2120 4.8391 3.9219 -0.073
N -1.9345 3.9388 2.8258 -0.126
C -0.7552 3.4828 2.3886 -0.131
N -0.9494 2.5817 1.4546 0.019
C -2.2983 2.5142 1.3468 -0.169
N -2.9295 3.3220 2.1654 0.125
C -1.4093 3.1926 5.6441 0.038
H 5.2980 1.7800 4.1400 0.135
H 5.9613 0.1749 3.7550 0.125
H 3.0580 2.4468 2.8516 0.140
H 2.7491 -1.0504 0.6334 0.120
H 6.1272 -1.1027 5.7271 0.113
H 5.1266 -2.0236 7.7795 0.107
H 2.8631 -1.2887 8.5032 0.116
H 2.6320 1.2904 5.1151 0.114
H -2.8239 2.0786 8.5089 0.115
H -4.5985 3.6485 7.7494 0.107
H -4.3187 4.9070 5.6502 0.114
H -1.3791 5.5391 4.0043 0.136
H -3.1201 5.3869 3.6776 0.126
H 0.2053 3.8336 2.7240 0.139
H -2.8000 1.8562 0.6592 0.122
H -0.5154 3.0409 5.0535 0.115
C -2.1571 -5.6846 -1.6495 -0.065
C -3.0534 -4.4944 -1.3125 -0.197
N -2.3034 -3.2492 -1.3550 -0.043
C -1.8005 -2.7620 -0.1774 0.004
C -0.8800 -1.7808 -0.0921 -0.033
C -0.4713 -1.3676 1.3261 -0.623
O -0.5187 -2.2339 2.1968 0.013
O -0.1542 -0.1447 1.5105 -0.169
C -0.3105 -1.2152 -1.3018 -0.303
O 0.6318 -0.3549 -1.2952 -0.174
C -0.8211 -1.7399 -2.5244 -0.065
C -0.3092 -1.2693 -3.7741 0.050
C -0.7899 -1.7471 -4.9571 -0.233
F -0.2182 -1.3316 -6.1215 0.039
C -1.8378 -2.6584 -4.9995 -0.159
C -2.3777 -3.1257 -3.7649 -0.006
C -1.8445 -2.7252 -2.5480 -0.152
N -2.5837 -3.0639 -6.1906 -0.073
C -2.3273 -2.3772 -7.4780 -0.080
C -3.5011 -2.7396 -8.4268 -0.160
N -4.4694 -3.5312 -7.6700 -0.090
C -3.9021 -4.8177 -7.2678 -0.167
C -2.6127 -4.5334 -6.4607 -0.070
H -2.7232 -6.6155 -1.6253 0.073
H -1.3463 -5.7479 -0.9244 0.083
H -1.7150 -5.5590 -2.6378 0.062
H -3.4449 -4.6055 -0.3027 0.119
H -3.9077 -4.4500 -1.9904 0.106
H -2.1778 -3.2110 0.7313 0.136
H 0.4597 -0.5130 -3.7553 0.091
H -3.2307 -3.7897 -3.8003 0.092
H -1.3753 -2.7139 -7.8794 0.132
H -2.2625 -1.3083 -7.2968 0.136
H -3.1288 -3.2851 -9.3033 0.119
H -3.9971 -1.8354 -8.7748 0.122
H -5.3238 -3.6537 -8.1946 0.123
H -3.5762 -2.8493 -6.0027 0.173
H -3.6780 -5.4707 -8.1195 0.118
H -4.6370 -5.3205 -6.6386 0.121
H -1.7098 -4.8123 -7.0013 0.137
H -2.6069 -5.0563 -5.5088 0.118
F -0.9904 4.3940 -3.3311 0.129
C -0.2598 4.8748 -2.3118 -0.535
F 0.8588 5.4004 -2.8605 0.119
F -0.9562 5.9020 -1.7871 0.131
C 0.0904 3.8020 -1.2295 -0.637
O 0.7645 4.2211 -0.2890 0.005
O -0.3718 2.6525 -1.4607 -0.096
O 2.4376 1.8740 -1.1748 -0.589
S 2.2186 1.5127 -2.6168 0.967
C 3.4430 0.1562 -2.8948 -0.284
C 4.7035 0.7419 -3.5271 -0.234
C 4.7176 2.2289 -3.1844 -0.249
C 3.3116 2.7125 -3.4831 -0.296
H 2.9785 -0.6195 -3.5008 0.081
H 3.6112 -0.2272 -1.8906 0.085
H 4.6689 0.6218 -4.6125 0.109
H 5.5981 0.2374 -3.1594 0.111
H 5.4761 2.7756 -3.7470 0.113
H 4.9111 2.3610 -2.1179 0.111
H 3.0749 2.6737 -4.5484 0.096
H 3.0889 3.7008 -3.0858 0.090
```

As for the spin multiplicity: 2. Its expectation value of S² is 0.77. Its calculated total energy is -100837.1596 eV. The relative energy (zero: lowest compared OMol25 entry of this formula, charge and spin) is 1.316 eV. The HOMO energy (spin up / spin down) comes out at -4.703 / -7.422 eV. The HOMO-LUMO gap (spin up / spin down) comes out at 4.66 / 7.36 eV.


Here is a structure of composition C4H5FeO2 from the OMol25 dataset. Energies are from ωB97M-V/def2-TZVPD.

Geometry as XYZ:
```
12
Properties=species:S:1:pos:R:3:lowdin_charge:R:1
H 3.0722 -0.9043 0.3927 0.106
O 2.1597 -1.1755 0.5279 -0.019
C 1.3301 -0.4298 -0.3397 -0.244
C -0.0739 -0.8132 -0.1473 -0.064
C -1.1551 -1.2892 0.2156 0.184
H 1.6010 -0.5956 -1.3965 0.143
H 1.4056 0.6538 -0.1388 0.128
H -1.9072 -1.9792 0.5654 0.092
C -1.5196 1.0386 -0.1346 -0.157
O -0.8668 1.9839 0.4403 -0.268
Fe -2.5799 2.5025 1.2665 0.982
H -1.4660 1.0082 -1.2513 0.118
```

As for the spin multiplicity: 7. The charge is +1. Its expectation value of S² is 12.01. Its calculated total energy is -42695.9062 eV. The relative energy (zero: lowest compared OMol25 entry of this formula, charge and spin) is 1.293 eV. The HOMO energy (spin up / spin down) comes out at -12.511 / -14.318 eV. The HOMO-LUMO gap (spin up / spin down) comes out at 7.70 / 7.57 eV.


Here is an isolated molecule of C4H8O2 from the OMol25 dataset. Energies are from ωB97M-V/def2-TZVPD.

Geometry as XYZ:
```
14
Properties=species:S:1:pos:R:3:lowdin_charge:R:1
O 1.6290 0.8230 -0.5517 -0.018
C 1.0023 0.3809 -1.6355 -0.048
C -0.0994 -0.5532 -1.2367 -0.235
C -0.5824 -0.8026 0.2063 -0.180
C -0.8151 0.4021 1.1323 -0.278
O 0.3053 0.7179 1.9304 -0.082
H 2.3526 1.3932 -0.8521 0.111
H -1.1608 1.2795 0.5595 0.120
H -0.9357 -0.3150 -1.9087 0.107
H 0.2775 -1.5036 -1.6543 0.116
H -1.5218 -1.3630 0.1197 0.108
H 0.1179 -1.4618 0.7314 0.116
H -1.6101 0.1495 1.8414 0.114
H 1.0409 0.8530 1.3180 0.050
```

As for the spin multiplicity: 1. Its calculated total energy is -8369.8198 eV. The relative energy (zero: lowest compared OMol25 entry of this formula, charge and spin) is 3.462 eV. The HOMO energy comes out at -8.832 eV. The HOMO-LUMO gap comes out at 9.51 eV.


Here is a structure of composition C5H10O2Sr from the OMol25 dataset. Energies are from ωB97M-V/def2-TZVPD.

Geometry as XYZ:
```
18
Properties=species:S:1:pos:R:3:lowdin_charge:R:1
C 2.5199 -0.0369 0.1756 -0.506
O 1.8532 -1.3077 0.3065 -0.297
C 0.8173 -1.3778 1.2421 -0.254
C -0.5435 -1.4260 0.5797 -0.163
O -0.8814 -0.1477 0.0052 -0.322
C -2.1713 -0.0505 -0.4616 -0.232
C -2.7997 1.1147 -0.5620 0.037
H 2.8264 0.3586 1.1630 0.001
H 3.3541 -0.2137 -0.5239 0.001
H 0.8327 -0.5520 1.9764 0.131
H 0.9363 -2.3226 1.7948 0.131
H -1.3023 -1.6731 1.3350 0.134
H -0.5577 -2.1826 -0.2191 0.139
H -2.6118 -1.0022 -0.7699 0.131
H -2.2742 2.0648 -0.4631 0.058
H -3.8655 1.1219 -0.7853 0.068
H 2.8037 1.9393 -0.3691 -0.181
Sr 0.8452 1.2771 -0.9459 1.126
```

As for the spin multiplicity: 1. Its calculated total energy is -10271.4264 eV. The relative energy (zero: lowest compared OMol25 entry of this formula, charge and spin) is 1.810 eV. The HOMO energy comes out at -4.917 eV. The HOMO-LUMO gap comes out at 4.49 eV.


Here is a cluster of 5 separate species, C27H30F32IN4O7P2 in total from the OMol25 dataset. Energies are from ωB97M-V/def2-TZVPD.

Geometry as XYZ:
```
103
Properties=species:S:1:pos:R:3:lowdin_charge:R:1
N 0.9757 4.7582 0.5218 -0.295
P 0.9954 4.7577 -1.0579 0.745
C 0.3772 3.1350 -1.6560 -0.319
C 1.0623 2.1280 -2.2208 -0.403
P 2.8835 2.0823 -2.6366 0.531
O 3.0613 0.5534 -3.2476 -0.391
I 4.1694 2.1728 -0.5706 0.550
N 0.1405 1.0841 -2.4509 0.187
C -1.0271 1.5309 -2.0224 -0.253
C -2.2176 0.5787 -2.1232 -0.040
C -2.1862 -0.2867 -0.8082 -0.253
N -3.2453 -1.3005 -0.7960 0.030
N -0.9793 2.7470 -1.5405 0.034
C -2.1016 3.4902 -0.9893 0.004
C -3.1528 3.8695 -2.0510 -0.469
O -4.2105 4.3489 -1.7406 0.155
O -2.8613 3.5991 -3.3620 0.101
H 0.6253 3.8584 0.8423 -0.045
H 0.1565 5.7882 -1.5477 0.020
H 2.3105 4.9166 -1.5537 0.002
H 2.6899 -0.0993 -2.6275 0.035
H 0.3214 0.1774 -2.8589 0.180
H -3.1358 1.1753 -2.1851 0.119
H -2.0991 -0.0719 -2.9980 0.135
H -2.2613 0.4209 0.0357 0.116
H -1.1732 -0.7126 -0.7603 0.099
H -2.7699 -2.1895 -0.6481 0.073
H -3.7441 -1.1649 0.0819 0.080
H -2.6547 2.8950 -0.2485 0.153
H -1.7755 4.3975 -0.4632 0.139
H -3.2448 4.3394 -3.8602 0.143
C 2.0100 -0.0444 3.4312 -0.037
C 2.2803 -0.6621 2.0444 -0.440
C 1.5265 -0.0484 0.8653 -0.319
F 0.1898 -0.1704 0.9880 0.073
F 1.8640 -0.6862 -0.2975 0.051
F 2.0661 -1.9924 2.0990 0.145
F 3.6081 -0.4971 1.7927 0.084
O 1.0792 -0.7103 4.2815 0.057
C -0.2739 -0.4452 4.1592 -0.513
C -1.0767 -1.6784 3.7373 -0.271
F -0.6504 -2.1528 2.5486 0.096
F -2.3828 -1.3522 3.5966 0.099
F -0.4746 0.6086 3.3424 0.139
F -0.6943 -0.0542 5.3845 0.129
H 2.9538 -0.1200 3.9705 0.156
H 1.8056 1.0251 3.3720 0.138
H 1.7684 1.0087 0.7425 0.096
H -0.9842 -2.4727 4.4802 0.183
C 0.4702 5.0946 5.8264 -0.037
C -0.5870 5.6443 6.8058 -0.440
C -0.1155 5.9895 8.2211 -0.306
F 0.3581 4.9148 8.8770 0.099
F -1.1589 6.4624 8.9411 0.101
F -1.6315 4.7884 6.8484 0.132
F -1.0587 6.7983 6.2555 0.107
O 0.5265 3.6797 5.6363 0.035
C 1.2731 2.8938 6.5010 -0.519
C 0.4053 1.9006 7.2771 -0.282
F -0.5245 2.5353 8.0173 0.108
F 1.1712 1.1784 8.1285 0.107
F 2.0294 3.6585 7.3022 0.155
F 2.1359 2.1870 5.7223 0.130
H 0.1794 5.4745 4.8470 0.146
H 1.4586 5.5157 6.0099 0.146
H 0.6597 6.7610 8.1991 0.175
H -0.1031 1.2217 6.5900 0.142
C 5.4189 -1.2730 -4.5824 -0.056
C 5.2641 -2.6019 -3.8156 -0.430
C 6.3212 -2.9282 -2.7566 -0.309
F 7.5509 -3.0419 -3.2821 0.107
F 6.0276 -4.1167 -2.1778 0.100
F 5.1578 -3.6099 -4.7018 0.142
F 4.0574 -2.5325 -3.1643 0.084
O 6.0099 -1.3219 -5.8763 0.045
C 7.3931 -1.2822 -6.0067 -0.528
C 7.9524 -2.5638 -6.6303 -0.284
F 7.6452 -3.6419 -5.8837 0.102
F 9.2987 -2.4897 -6.7026 0.107
F 7.9701 -0.9858 -4.8283 0.146
F 7.6677 -0.2521 -6.8336 0.150
H 4.4029 -0.9325 -4.7760 0.125
H 5.8634 -0.4921 -3.9643 0.141
H 6.3403 -2.1645 -1.9728 0.172
H 7.5482 -2.7121 -7.6338 0.177
C -5.6005 -3.9920 -1.6241 -0.048
C -4.7090 -4.5986 -2.7338 -0.434
C -5.2014 -4.4383 -4.1752 -0.309
F -6.3826 -5.0402 -4.3826 0.105
F -4.3123 -5.0123 -5.0220 0.096
F -4.4743 -5.8945 -2.4497 0.139
F -3.4957 -3.9698 -2.6573 0.083
O -6.4657 -4.8839 -0.9288 0.041
C -7.7187 -5.1831 -1.4510 -0.529
C -7.8600 -6.6668 -1.8025 -0.284
F -6.9409 -7.0410 -2.7133 0.101
F -9.0785 -6.8981 -2.3365 0.107
F -8.0026 -4.3761 -2.4885 0.146
F -8.6132 -4.8886 -0.4852 0.150
H -4.9166 -3.6447 -0.8503 0.127
H -6.1221 -3.0940 -1.9560 0.144
H -5.2913 -3.3812 -4.4429 0.172
H -7.7364 -7.2869 -0.9123 0.177
```

As for the spin multiplicity: 1. The charge is +1. Its calculated total energy is -162409.4600 eV. The HOMO energy comes out at -12.502 eV. The HOMO-LUMO gap comes out at 8.49 eV.


Here is a cluster of 5 separate species, C10H20O20S5 in total from the OMol25 dataset. Energies are from ωB97M-V/def2-TZVPD.

Geometry as XYZ:
```
55
Properties=species:S:1:pos:R:3:lowdin_charge:R:1
O 2.7596 -0.1070 7.3410 -0.253
S 3.5287 -1.2527 6.8191 0.783
O 3.2423 -2.6896 7.1901 -0.267
O 3.6393 -1.1040 5.2076 -0.223
C 4.5796 -0.0844 4.8236 -0.162
C 5.4959 0.1172 6.0092 -0.194
O 5.1739 -0.9061 6.9663 -0.200
H 5.0338 -0.3774 3.8770 0.139
H 3.9665 0.8124 4.7348 0.118
H 5.4561 1.1899 6.1983 0.128
H 6.5539 -0.0290 5.7915 0.128
O 2.6754 1.8609 2.3352 -0.245
S 1.3362 1.3490 2.5048 0.696
O 0.7345 1.5148 3.8216 -0.240
O 0.3067 1.7396 1.2605 -0.200
C -0.1574 0.5965 0.5183 -0.132
C 0.2348 -0.6645 1.4259 -0.188
O 1.3098 -0.2061 2.1210 -0.206
H -1.2225 0.6460 0.2921 0.113
H 0.4208 0.4592 -0.3955 0.102
H 0.5915 -1.5490 0.8981 0.113
H -0.5189 -0.9605 2.1555 0.132
O 0.0125 2.7142 -1.5871 -0.250
S -0.0635 3.0881 -3.0394 0.752
O 0.4523 4.3969 -3.4802 -0.237
O 0.4974 1.8021 -3.7999 -0.204
C -0.0250 1.6893 -5.1015 -0.193
C -1.4820 1.9681 -4.9127 -0.138
O -1.5287 2.9074 -3.7825 -0.232
H 0.4453 2.3510 -5.8287 0.139
H 0.0930 0.6345 -5.3498 0.138
H -1.8743 1.0037 -4.5899 0.115
H -2.0070 2.3947 -5.7674 0.143
O -2.0750 -3.9649 -1.5581 -0.227
S -1.2116 -3.2179 -0.6656 0.689
O -1.5482 -2.9946 0.7555 -0.216
O 0.2775 -3.7841 -0.9398 -0.207
C 0.6948 -3.4099 -2.2962 -0.113
C 0.1652 -1.9834 -2.3696 -0.201
O -0.8860 -1.8733 -1.4642 -0.222
H 1.7776 -3.4279 -2.4205 0.137
H 0.1867 -4.0399 -3.0263 0.128
H -0.2957 -1.7904 -3.3383 0.126
H 0.9017 -1.1799 -2.3736 0.129
O -5.0182 -1.6765 -1.1879 -0.244
S -4.3888 -0.6366 -0.3699 0.728
O -4.0230 -1.0469 0.9916 -0.230
O -3.1470 0.0872 -1.1619 -0.232
C -3.5101 1.2291 -1.9582 -0.154
C -5.0236 1.3159 -1.7416 -0.170
O -5.2719 0.7674 -0.4216 -0.188
H -2.9305 2.0992 -1.6498 0.124
H -3.4101 1.1802 -3.0425 0.108
H -5.5496 0.7130 -2.4819 0.123
H -5.3748 2.3292 -1.9364 0.138
```

As for the spin multiplicity: 1. Its calculated total energy is -105812.2540 eV. The relative energy (zero: lowest compared OMol25 entry of this formula, charge and spin) is 3.717 eV. The HOMO energy comes out at -10.812 eV. The HOMO-LUMO gap comes out at 10.47 eV.


Here is an isolated molecule of C4H6INOS from the OMol25 dataset. Energies are from ωB97M-V/def2-TZVPD.

Geometry as XYZ:
```
14
Properties=species:S:1:pos:R:3:lowdin_charge:R:1
C 0.4006 -1.3876 -0.7440 -0.608
C 0.0567 0.9621 -0.0466 -0.308
C -0.5396 0.1654 1.1647 -0.307
C 1.0436 0.0615 -0.7500 -0.785
N 0.3737 -2.0627 -1.7498 0.151
O -1.7059 -2.2823 0.7531 -0.541
S -0.3661 -1.7019 0.9373 0.891
I 2.9335 -0.2022 0.1365 0.902
H -0.8275 1.2706 -0.7718 0.152
H 0.5724 1.9491 0.0446 0.108
H 0.0800 0.4137 2.1088 0.100
H -1.6530 0.3207 1.2657 0.100
H 1.1582 0.2520 -1.8117 0.077
H 0.2594 -3.0481 -1.6866 0.068
```

As for the spin multiplicity: 1. Its calculated total energy is -26716.5836 eV. The relative energy (zero: lowest compared OMol25 entry of this formula, charge and spin) is 2.288 eV. The HOMO energy comes out at -8.928 eV. The HOMO-LUMO gap comes out at 9.07 eV.


- Which of these has the highest calculated total energy?
  C4H8O2